No. 1
Molecular formula: C39H66O33
Method: DFT, wB97M-V/def2-TZVPD

Element x y z (Å)
C1 -0.4977 -0.3255 -1.8527
C2 -1.0656 -0.6320 -0.4687
C3 -2.5009 -0.1988 -0.2893
O1 -3.1706 -1.3404 0.1782
C4 -2.3728 -2.3881 0.1975
O2 -2.6937 -3.4783 0.6730
O3 -1.1969 -2.0320 -0.2589
H1 0.4868 -0.7804 -1.9626
H2 -0.2729 0.7343 -1.9722
H3 -1.1043 -0.7044 -2.6752
H4 -0.4049 -0.0965 0.2131
H5 -3.0090 0.1585 -1.1850
H6 -2.5416 0.6733 0.3631
C5 -10.2758 -5.3189 7.0169
C6 -8.8440 -5.4067 6.5881
C7 -8.1097 -4.0959 6.1468
O4 -6.9815 -4.0657 6.9281
C8 -7.0273 -4.9214 7.8688
O5 -6.2685 -4.8615 8.8120
O6 -8.0348 -5.7530 7.7487
H7 -10.3419 -4.7925 7.9690
H8 -10.6126 -6.3433 7.1760
H9 -10.8533 -4.7935 6.2563
H10 -8.6502 -6.1845 5.8493
H11 -8.7890 -3.2452 6.2000
H12 -7.9561 -4.1898 5.0718
C9 3.5134 9.7471 2.1331
C10 2.0302 9.4996 2.4282
C11 1.0994 9.3444 1.2881
O7 0.5480 8.0092 1.4180
C12 1.1752 7.4379 2.4633
O8 0.8557 6.3300 2.9677
O9 2.0241 8.2675 3.0824
H13 4.1434 9.4568 2.9739
H14 3.6358 10.8009 1.8825
H15 3.7321 9.0937 1.2885
H16 1.5798 10.2440 3.0847
H17 1.6835 9.5329 0.3873
H18 0.4067 10.1859 1.3048
C13 6.6037 3.7007 -6.2419
C14 7.8483 4.4962 -6.0863
C15 9.0310 3.7554 -5.6076
O10 10.0913 4.0765 -6.5508
C16 9.5717 4.7843 -7.5470
O11 10.1552 5.0448 -8.5998
O12 8.2392 5.0607 -7.3041
H19 6.3825 3.1371 -5.3355
H20 6.5771 2.9376 -7.0198
H21 5.8159 4.3747 -6.5783
H22 7.6107 5.2431 -5.3288
H23 8.8481 2.6822 -5.6622
H24 9.2731 4.0511 -4.5868
C17 -4.6349 8.0799 -6.6998
C18 -3.9923 6.6858 -6.8648
C19 -3.2693 6.1658 -5.6120
O13 -3.9788 5.0612 -5.1771
C20 -5.0377 4.7911 -5.9638
O14 -5.7854 3.8409 -5.8150
O15 -5.0242 5.6676 -7.0557
H25 -5.2906 8.1175 -5.8299
H26 -5.2495 8.3889 -7.5453
H27 -3.7928 8.7455 -6.5101
H28 -3.1297 6.6297 -7.5289
H29 -3.2726 6.8583 -4.7703
H30 -2.2326 5.9591 -5.8778
C21 0.0791 0.9753 -11.5855
C22 0.4792 -0.4481 -11.6124
C23 1.8736 -0.8588 -11.1541
O16 1.5711 -1.7243 -10.0715
C24 0.3357 -1.7674 -9.8518
O17 -0.2122 -2.3790 -8.9305
O18 -0.3651 -1.0913 -10.7289
H31 -0.7824 1.2808 -12.1794
H32 0.9309 1.5028 -12.0147
H33 0.0079 1.4156 -10.5909
H34 0.2511 -0.7793 -12.6254
H35 2.4317 -0.0438 -10.6933
H36 2.3670 -1.3796 -11.9748
C25 8.1064 -2.5454 3.4601
O19 7.3837 -1.3660 3.1211
C26 6.9672 -1.1092 1.8600
O20 7.0506 -1.7963 0.8693
O21 6.3614 0.1443 1.8380
C27 6.0341 0.8866 3.0266
H37 8.3189 -2.7149 4.5157
H38 9.0329 -2.6064 2.8891
H39 7.5101 -3.4268 3.2240
H40 5.4440 1.7380 2.6874
H41 6.8448 1.3112 3.6186
H42 5.2943 0.3609 3.6303
C28 4.0893 -6.4974 -3.5997
O22 4.5066 -7.8430 -3.2794
C29 5.7903 -8.3276 -3.1548
O23 6.0283 -9.5500 -3.0525
O24 6.5924 -7.3891 -3.2112
C30 7.9595 -7.5669 -2.8259
H43 4.4499 -6.2877 -4.6067
H44 4.5616 -5.7122 -3.0094
H45 3.0095 -6.3504 -3.6236
H46 8.0008 -7.4056 -1.7487
H47 8.5935 -6.7754 -3.2254
H48 8.3396 -8.5276 -3.1733
C31 -3.7730 -11.5421 6.6014
O25 -2.9757 -10.8504 7.5230
C32 -2.4399 -11.4456 8.5708
O26 -1.9155 -10.8079 9.4434
O27 -2.5042 -12.8747 8.6138
C33 -1.9213 -13.4788 9.7693
H49 -4.6518 -11.9569 7.0950
H50 -3.2259 -12.4115 6.2369
H51 -4.0844 -10.8544 5.8151
H52 -0.9225 -13.1183 10.0153
H53 -1.8018 -14.5163 9.4574
H54 -2.4660 -13.3583 10.7057
C34 1.1881 -3.9492 5.8640
O28 0.8735 -2.5674 5.9052
C35 0.4420 -2.0538 7.0622
O29 0.2264 -2.7599 8.0794
O30 0.4651 -0.6657 6.9624
C36 0.1078 0.1896 8.1020
H55 2.0990 -4.0725 6.4497
H56 1.4661 -4.1243 4.8246
H57 0.3368 -4.5712 6.1407
H58 0.8844 0.9523 8.0451
H59 0.3632 -0.2374 9.0719
H60 -0.8306 0.7335 7.9936
C37 -7.4455 9.5082 0.1272
O31 -7.6486 8.2283 0.5783
C38 -7.0372 7.8471 1.7462
O32 -6.3138 8.5133 2.4695
O33 -7.4776 6.5622 1.9537
C39 -6.8952 5.8375 2.9942
H61 -6.5938 9.5178 -0.5529
H62 -7.1716 10.1856 0.9361
H63 -8.2101 10.0932 -0.3838
H64 -6.9743 4.7540 2.9050
H65 -7.2896 6.1010 3.9755
H66 -5.8148 5.9440 3.0918

For the strongest force on any atom, the calculation gives 7.20 eV Å⁻¹. Its SMILES is C[C@H]1COC(=O)O1.C[C@H]1COC(=O)O1.C[C@H]1COC(=O)O1.C[C@H]1COC(=O)O1.C[C@H]1COC(=O)O1.C[C@H]1COC(=O)O1.COC(=O)OC.COC(=O)OC.COC(=O)OC.COC(=O)OC.COC(=O)OC. The charge is 0.


No. 2
Molecular formula: C5H4O2Tm
Method: DFT, wB97M-V/def2-TZVPD

Element x y z (Å)
C1 -0.9172 -1.5755 0.5473
Tm1 1.7820 0.6147 -0.7270
O1 0.4281 -1.5144 0.6239
C2 1.2413 -0.5160 1.2902
H1 0.6981 0.1008 2.0295
H2 2.0569 -1.0742 1.7785
O2 -2.8272 -0.7783 -0.6020
C3 -1.5964 -0.5001 0.0271
C4 -1.2458 0.8731 0.0820
C5 -0.9179 2.0547 0.0122
H3 -3.5116 -0.2425 -0.1866
H4 -0.7863 3.1105 0.1752

For the strongest force on any atom, the calculation gives 3.35 eV Å⁻¹. Its multiplicity is 4. The charge is 0.


No. 3
Molecular formula: C17H25N3O3S
Method: DFT, wB97M-V/def2-TZVPD

Element x y z (Å)
C1 3.1044 -1.5710 4.9089
H1 2.2293 -2.2000 4.7346
H2 2.7823 -0.6485 5.3956
H3 3.8358 -2.0915 5.5212
O1 3.7527 -1.2778 3.6773
C2 3.0156 -0.6555 2.7532
O2 1.8605 -0.3610 2.9093
C3 3.8329 -0.3778 1.5048
C4 2.9981 -0.6105 0.2775
C5 2.7363 -1.9070 -0.1515
C6 1.9288 -2.1394 -1.2447
C7 1.3499 -1.0752 -1.9387
C8 1.6428 0.2265 -1.5351
C9 2.4504 0.4466 -0.4341
H4 2.6665 1.4609 -0.1329
H5 1.2745 1.0656 -2.1041
N1 0.5380 -1.3636 -3.0335
C10 -0.6030 -0.7521 -3.4687
N2 -1.0556 0.3258 -2.8035
H6 -0.7284 0.4678 -1.8541
C11 -2.3912 0.8338 -3.0029
H7 -2.3895 1.8717 -2.6660
C12 -3.4401 0.0242 -2.2242
C13 -2.9398 -0.3774 -0.8300
N3 -2.1888 0.6912 -0.1883
C14 -3.0485 1.7612 0.2940
C15 -2.1808 2.8908 0.8490
O3 -1.3553 2.4409 1.8946
C16 -0.5354 1.3851 1.4501
C17 -1.3652 0.2185 0.9160
H8 -0.6906 -0.5651 0.5617
H9 -1.9813 -0.1914 1.7336
H10 0.0666 1.0642 2.2996
H11 0.1285 1.7450 0.6492
H12 -2.8034 3.6849 1.2650
H13 -1.5620 3.3012 0.0348
H14 -3.6533 2.1403 -0.5306
H15 -3.7232 1.3997 1.0900
H16 -3.7946 -0.7048 -0.2148
H17 -2.2655 -1.2333 -0.9298
H18 -3.6717 -0.8884 -2.7745
H19 -4.3546 0.6132 -2.1554
H20 -2.6167 0.8004 -4.0705
S1 -1.3460 -1.3819 -4.8074
H21 0.7207 -2.2383 -3.5082
H22 1.7328 -3.1514 -1.5686
H23 3.1685 -2.7429 0.3790
H24 4.1539 0.6650 1.5512
H25 4.7149 -1.0187 1.5216

For the strongest force on any atom, the calculation gives 0.70 eV Å⁻¹. Its SMILES is COC(=O)Cc1ccc(NC(=S)NCCCN2CCOCC2)cc1. The charge is 0.


No. 4
Molecular formula: C4H5N2O
Method: DFT, wB97M-V/def2-TZVPD

Element x y z (Å)
C1 -0.8270 -1.5780 -0.0355
C2 0.5662 0.0089 0.1377
C3 -0.8970 0.6499 0.1336
C4 1.7003 0.8892 -0.0340
N1 0.4470 -1.3007 0.1297
N2 -1.6565 -0.5315 0.0547
O1 -1.3601 1.7520 0.1317
H1 -1.2842 -2.6255 -0.2235
H2 1.5473 1.8464 0.5580
H3 1.7580 1.1154 -1.0664
H4 2.6409 0.4980 0.0566
H5 -2.6348 -0.7241 0.1573

For the strongest force on any atom, the calculation gives 3.49 eV Å⁻¹. Its SMILES is CC1=NC=[NH+]C1=O. The charge is +1.


No. 5
Molecular formula: C12H38CuO18P4
Method: DFT, wB97M-V/def2-TZVPD

Element x y z (Å)
Cu1 -0.4823 0.5015 0.7437
O1 -2.2658 0.2824 0.7096
H1 -2.7726 0.5809 1.5118
O2 -0.1811 2.0073 1.8172
H2 -0.9700 2.3136 2.2326
C1 2.6016 -2.9857 1.6497
O3 2.1884 -3.8264 2.7235
P1 1.3178 -3.0340 3.7880
O4 1.7866 -1.6853 4.1696
O5 -0.0269 -2.8575 2.9139
C2 -0.7780 -1.6884 3.0627
O6 1.0842 -4.1556 4.8040
C3 0.4210 -3.7656 6.0671
H3 1.7180 -2.7565 1.0754
H4 3.2533 -3.4964 0.9565
H5 3.0105 -1.9638 1.9643
H6 -1.4022 -1.5513 2.1558
H7 -0.1727 -0.7249 3.1426
H8 -1.2629 -1.6695 3.9852
H9 -0.5337 -4.3194 6.0520
H10 0.3406 -2.6968 6.2995
H11 0.9071 -4.1513 6.9788
C4 2.0356 3.8402 0.4144
O7 2.7775 2.7674 0.9303
P2 2.7796 1.1928 0.8338
O8 1.5750 0.5639 0.3375
O9 4.0157 0.6594 0.0088
C5 3.7515 -0.0869 -1.2171
O10 3.1793 0.7042 2.2123
C6 2.6147 1.0907 3.4950
H12 2.6476 4.2789 -0.3977
H13 1.8336 4.5285 1.1861
H14 1.1397 3.5550 -0.0832
H15 4.0552 0.5168 -2.0703
H16 2.6265 -0.2554 -1.2979
H17 4.3306 -1.0089 -1.0490
H18 3.5246 1.4377 3.9574
H19 2.1989 0.2322 4.0000
H20 1.8229 1.7975 3.3240
C7 -2.0100 3.0799 -0.7414
O11 -1.3749 2.2752 -1.7424
P3 -1.8090 2.3765 -3.2754
O12 -2.8715 1.4342 -3.6537
O13 -2.3036 3.8398 -3.5168
C8 -3.7040 4.0220 -3.7130
O14 -0.4641 2.3078 -4.0931
C9 0.5130 3.4104 -3.9338
H21 -2.1440 4.1079 -1.1557
H22 -1.4506 3.0240 0.1531
H23 -2.9561 2.6854 -0.6217
H24 -3.9839 5.0123 -4.0025
H25 -4.3113 3.7153 -2.9504
H26 -4.0475 3.3930 -4.5650
H27 0.9912 3.1104 -2.9977
H28 0.0105 4.3688 -3.8776
H29 1.0334 3.2780 -4.8867
C10 -3.4965 -1.6284 -1.2587
O15 -2.2894 -2.3956 -1.5509
P4 -0.8032 -1.9201 -1.5994
O16 -0.2438 -1.1597 -0.4579
O17 -0.0372 -3.2670 -1.8485
C11 -0.0779 -4.2616 -0.9048
O18 -0.6043 -1.0477 -2.9113
C12 -1.1122 -1.4271 -4.2110
H30 -3.4935 -0.5958 -1.5743
H31 -3.7089 -1.6776 -0.1385
H32 -4.2823 -2.1726 -1.8136
H33 -0.9589 -4.8221 -0.9916
H34 0.1293 -3.8694 0.0620
H35 0.8413 -4.8681 -1.0543
H36 -0.5719 -2.3171 -4.5776
H37 -0.9513 -0.5790 -4.8653
H38 -2.1464 -1.6034 -4.1182

For the strongest force on any atom, the calculation gives 3.62 eV Å⁻¹. Its multiplicity is 2. The charge is 0.


| no. | DFT total energy (Ha) |
| --- | --- |
| 1 | -4008.448461 |
| 2 | -1428.232319 |
| 3 | -1450.987899 |
| 4 | -339.852724 |
| 5 | -4840.538112 |